Entry 1:
{"formula": "C4H6N2O", "method": "ωB97M-V/def2-TZVPD", "species": ["N", "C", "O", "C", "C", "C", "N", "H", "H", "H", "H", "H", "H"], "xyz": [[0.47159, -1.85818, -1.68851], [0.62257, -2.08267, -0.46277], [0.46532, -1.10367, 0.49180], [0.14140, 0.14704, 0.11070], [-0.51139, 0.98934, 1.12389], [-0.59668, 2.27381, 0.24565], [-1.35953, 3.17218, 0.05324], [0.63268, -2.70061, -2.23431], [0.88924, -3.01520, 0.03832], [-0.03725, 0.27024, -0.95232], [0.48037, 2.04738, -0.25414], [-1.36058, 0.49442, 1.62934], [0.16226, 1.36593, 1.89911]], "forces_ev_per_a": [[0.1, -0.1, 0.2], [0.0, 0.3, 0.2], [0.1, -0.9, 0.1], [0.1, -0.8, -0.4], [-0.2, 0.6, -0.1], [2.1, -1.9, 0.3], [-1.0, 1.1, -0.2], [0.0, 0.1, 0.1], [0.0, 0.1, -0.1], [0.0, 0.0, 0.2], [-1.2, 1.3, 0.1], [0.0, 0.5, -0.4], [0.1, -0.4, 0.1]], "lumo_energy_ev": [-0.03, -0.50], "e_tot_ev": -9268.0753, "charge": 0, "gap_ev": [9.129, 7.528]}



Entry 2:
{"formula": "C2H8N2S", "method": "ωB97M-V/def2-TZVPD", "species": ["S", "H", "C", "C", "N", "N", "H", "H", "H", "H", "H", "H", "H"], "xyz": [[2.13306, 2.20245, -0.86811], [2.76955, 1.02126, -0.82494], [-0.67494, -0.54200, 0.92715], [-0.40802, -0.39132, -0.36687], [-0.49140, 0.84755, -1.06283], [-0.68561, -1.78274, 1.60783], [-0.92154, 0.31362, 1.53633], [-0.07081, -1.22467, -0.96370], [-0.85849, 0.74498, -2.03378], [-1.07838, 1.53357, -0.56849], [0.73261, 1.45525, -1.03713], [-0.15606, -2.49412, 1.11985], [-0.28997, -1.68382, 2.53470]], "forces_ev_per_a": [[-0.1, -0.1, 0.0], [0.1, 0.0, 0.0], [0.0, 0.0, -0.3], [-0.2, 0.1, 0.1], [0.4, 0.1, 0.2], [0.3, 0.0, 0.2], [-0.2, 0.0, 0.1], [-0.2, -0.1, -0.1], [0.0, 0.0, 0.1], [-0.2, -0.1, -0.1], [0.1, 0.2, -0.1], [-0.1, 0.0, -0.1], [0.0, 0.0, 0.0]], "lumo_energy_ev": [3.81, 3.74], "multiplicity": 2, "e_tot_ev": -16016.9402, "charge": -1, "gap_ev": [2.882, 8.026]}



Entry 3:
{"formula": "C24H26N4O3", "method": "ωB97M-V/def2-TZVPD", "species": ["C", "O", "C", "C", "C", "N", "C", "C", "C", "C", "C", "O", "N", "C", "C", "C", "C", "C", "C", "C", "N", "N", "C", "C", "C", "C", "C", "C", "C", "C", "O", "H", "H", "H", "H", "H", "H", "H", "H", "H", "H", "H", "H", "H", "H", "H", "H", "H", "H", "H", "H", "H", "H", "H", "H", "H", "H"], "xyz": [[-8.70077, -2.20899, 0.36613], [-7.45432, -2.66353, -0.10303], [-6.50408, -1.65610, -0.31933], [-5.91954, -1.07138, 0.98526], [-4.83435, -0.11582, 0.67144], [-4.91223, 1.16887, 0.73298], [-3.68246, 1.62715, 0.31736], [-3.17408, 2.91029, 0.17028], [-1.87193, 3.02726, -0.26945], [-1.08539, 1.90577, -0.56313], [0.29149, 2.08948, -1.13062], [0.53738, 1.78730, -2.28337], [1.21845, 2.62421, -0.30314], [1.01231, 2.91788, 1.09207], [2.56113, 2.86439, -0.80227], [3.56136, 1.92976, -0.17426], [4.62831, 2.41073, 0.57383], [5.53343, 1.52869, 1.13805], [5.37637, 0.16320, 0.98620], [4.29015, -0.32741, 0.26704], [4.07962, -1.69626, 0.07468], [3.50629, -2.10171, -1.07010], [3.40678, -3.41197, -1.00538], [2.82956, -4.21149, -2.11694], [3.91150, -3.87477, 0.22723], [4.33538, -2.75289, 0.89980], [4.88754, -2.64868, 2.27628], [3.39649, 0.56153, -0.32218], [-1.58715, 0.61792, -0.44204], [-2.88706, 0.50419, 0.00911], [-3.63970, -0.60166, 0.24201], [-9.36893, -3.06743, 0.33344], [-9.09776, -1.41328, -0.27518], [-8.64310, -1.83984, 1.39564], [-6.93419, -0.83935, -0.91822], [-5.70244, -2.13290, -0.88947], [-5.52774, -1.89420, 1.58610], [-6.68916, -0.53883, 1.54260], [-3.78129, 3.77256, 0.39067], [-1.44212, 4.00884, -0.40476], [0.06168, 2.51451, 1.43118], [1.02065, 3.99907, 1.26185], [1.81681, 2.46983, 1.68028], [2.83440, 3.90623, -0.60327], [2.52334, 2.69887, -1.88296], [4.76139, 3.47518, 0.70146], [6.37585, 1.90755, 1.69757], [6.11043, -0.50810, 1.39910], [2.50815, -3.54533, -2.91218], [3.57202, -4.90568, -2.50875], [1.97694, -4.79045, -1.76436], [3.95148, -4.88805, 0.57260], [4.56534, -3.51308, 2.85297], [4.53767, -1.74397, 2.77071], [5.97826, -2.64286, 2.26767], [2.58267, 0.16886, -0.91129], [-0.99006, -0.24394, -0.69193]], "forces_ev_per_a": [[0.0, 0.0, 0.0], [0.1, -0.2, 0.0], [0.2, 0.1, 0.0], [-0.1, -0.4, -0.3], [-0.3, 0.6, 0.2], [-0.6, -0.2, 0.2], [0.9, -0.7, -0.3], [-0.1, -0.2, 0.0], [0.1, 0.0, 0.0], [-0.3, 0.0, -0.1], [-0.2, 0.0, 0.0], [0.0, -0.2, -0.3], [0.2, 0.1, 0.1], [-0.1, 0.0, 0.3], [0.0, 0.0, -0.3], [0.2, 0.0, 0.1], [0.0, 0.0, -0.1], [0.0, 0.0, 0.1], [-0.1, -0.1, -0.1], [0.0, 0.8, 0.0], [0.1, -0.8, 0.2], [-0.3, 0.1, -0.8], [0.1, 0.2, 0.4], [0.0, 0.1, 0.0], [0.1, 0.3, 0.0], [-0.1, -0.2, 0.0], [0.1, 0.0, 0.0], [0.1, -0.1, 0.1], [-0.1, -0.2, 0.1], [-0.1, 1.3, 0.1], [0.1, -0.5, -0.1], [-0.1, 0.1, 0.0], [0.0, 0.0, 0.0], [0.0, 0.0, 0.0], [0.1, -0.1, 0.0], [-0.1, 0.1, 0.0], [0.0, 0.0, 0.0], [0.1, 0.0, 0.0], [-0.1, 0.1, 0.0], [0.1, 0.1, 0.0], [0.1, 0.0, 0.0], [0.0, 0.0, 0.1], [0.0, 0.0, 0.0], [0.0, -0.1, 0.0], [0.0, 0.1, 0.2], [0.0, 0.1, 0.0], [0.1, 0.0, 0.0], [0.1, -0.1, 0.0], [0.0, 0.0, -0.1], [0.0, 0.0, -0.1], [-0.1, 0.0, -0.1], [0.0, -0.2, 0.1], [0.0, 0.0, 0.0], [0.0, 0.0, 0.1], [0.0, 0.1, 0.1], [-0.1, 0.0, -0.1], [0.1, -0.1, -0.1]], "lumo_energy_ev": 0.66, "e_tot_ev": -37412.9981, "charge": 0, "gap_ev": 9.126, "smiles": "COCCc1nc2ccc(C(=O)N(C)Cc3cccc(-n4nc(C)cc4C)c3)cc2o1"}



Entry 4:
{"formula": "C17H23BaCl5NO2P2", "method": "ωB97M-V/def2-TZVPD", "species": ["Ba", "P", "C", "C", "N", "C", "C", "C", "C", "C", "P", "H", "H", "H", "H", "H", "H", "H", "H", "O", "H", "H", "O", "H", "C", "H", "H", "H", "C", "H", "H", "H", "C", "H", "H", "H", "C", "H", "H", "H", "Cl", "C", "C", "C", "Cl", "C", "Cl", "C", "Cl", "C", "Cl"], "xyz": [[0.59996, 1.65629, 0.04442], [2.29326, -1.17252, 0.40018], [2.46312, -1.49330, -1.41055], [1.16469, -1.70701, -2.15624], [0.06215, -1.04480, -1.75484], [-1.12032, -1.39507, -2.30779], [-1.22435, -2.29267, -3.37809], [-0.06085, -2.87289, -3.88005], [1.15533, -2.58581, -3.24765], [-2.41293, -0.87441, -1.71088], [-2.19679, 0.62437, -0.65606], [2.08767, -3.06135, -3.55010], [-2.21982, -2.52994, -3.77843], [-0.09811, -3.55002, -4.73170], [-3.12868, -0.65346, -2.52744], [-2.85999, -1.65595, -1.06790], [3.00243, -0.63059, -1.85121], [3.08935, -2.39163, -1.52429], [1.41955, 3.97687, -2.28232], [1.55392, 3.06753, -1.98295], [2.19127, 2.69857, -2.63342], [-1.07227, 4.53351, 0.21578], [-0.60145, 4.41179, -0.63574], [-0.80883, 5.24664, -1.11182], [-2.46996, 1.81784, -2.01410], [-3.47502, 1.63590, -2.39583], [-2.37672, 2.85258, -1.66979], [-1.72532, 1.66202, -2.79989], [-3.84352, 0.62756, 0.10597], [-3.92571, 1.52397, 0.73391], [-4.60803, 0.62795, -0.67802], [-3.91323, -0.25579, 0.75254], [2.38088, -2.89581, 0.99226], [3.34032, -3.32399, 0.67878], [2.30409, -2.89800, 2.08603], [1.53414, -3.46300, 0.59509], [4.04682, -0.73304, 0.67381], [4.17260, -0.46760, 1.72882], [4.67972, -1.58613, 0.42105], [4.29077, 0.14777, 0.06917], [-0.86614, -1.89532, 2.50344], [-0.55147, -0.44728, 3.39422], [-0.08206, 0.67904, 2.75892], [0.18462, 1.84161, 3.42754], [0.78619, 3.31131, 2.58562], [-0.01760, 1.94431, 4.82048], [0.30587, 3.40899, 5.64235], [-0.50656, 0.80897, 5.49751], [-0.77014, 0.92535, 7.17600], [-0.78039, -0.39807, 4.79611], [-1.39246, -1.75528, 5.63712]], "forces_ev_per_a": [[0.0, -0.9, 0.8], [0.3, 0.0, -0.2], [0.0, 0.2, -0.4], [-0.1, -0.2, -0.6], [-0.3, -0.5, 0.0], [0.0, -0.2, -0.2], [0.2, 0.0, 0.1], [0.2, 0.3, 0.2], [-0.5, 0.0, 0.3], [0.3, -0.1, 0.1], [-0.7, -0.5, -0.5], [-0.3, 0.1, 0.0], [0.6, 0.1, 0.1], [0.0, 0.1, 0.2], [0.2, -0.1, 0.5], [0.2, 0.2, -0.3], [-0.1, -0.4, 0.1], [0.0, 0.4, -0.2], [-0.1, -0.1, 0.2], [1.0, -0.1, -1.2], [-0.5, 0.3, 0.5], [0.4, 0.0, -0.5], [-0.6, 0.8, 0.4], [0.2, -0.8, 0.3], [0.1, 0.5, 0.1], [0.1, 0.2, -0.3], [-0.1, -0.1, -0.1], [-0.1, 0.0, -0.1], [0.2, 0.2, 0.4], [-0.2, -0.2, -0.1], [0.0, -0.1, 0.3], [-0.2, 0.2, -0.1], [-0.4, 0.1, 0.4], [-0.3, -0.1, 0.0], [0.0, -0.1, -0.2], [0.2, 0.0, 0.1], [-0.1, 0.3, 0.3], [0.2, -0.1, -0.2], [0.2, 0.3, 0.0], [0.2, -0.2, 0.1], [-0.1, -0.3, -0.2], [0.1, 1.4, 1.9], [0.5, 0.8, -2.0], [-0.8, -1.4, 1.7], [0.0, 0.2, 0.0], [0.0, -0.5, -0.8], [0.0, 0.2, 0.3], [0.2, -0.1, -1.0], [-0.1, -0.2, 0.4], [0.3, 0.6, -0.8], [-0.1, -0.1, 0.2]], "lumo_energy_ev": -3.15, "e_tot_ev": -105466.9520, "charge": 1, "gap_ev": 7.125}



Entry 5:
{"formula": "C34H78Cl2NO13P4S", "method": "ωB97M-V/def2-TZVPD", "species": ["C", "C", "C", "C", "C", "C", "C", "C", "C", "C", "C", "C", "C", "C", "O", "C", "C", "P", "O", "Cl", "N", "C", "P", "O", "O", "C", "P", "S", "P", "O", "Cl", "H", "H", "H", "H", "H", "H", "H", "H", "H", "H", "H", "H", "H", "H", "H", "H", "H", "H", "H", "H", "H", "H", "H", "H", "H", "H", "H", "H", "H", "H", "H", "H", "H", "H", "H", "H", "H", "H", "C", "O", "C", "C", "O", "C", "H", "H", "H", "H", "H", "H", "H", "H", "H", "H", "C", "O", "C", "C", "O", "C", "H", "H", "H", "H", "H", "H", "H", "H", "H", "H", "C", "O", "C", "C", "O", "C", "H", "H", "H", "H", "H", "H", "H", "H", "H", "H", "C", "O", "C", "C", "O", "C", "H", "H", "H", "H", "H", "H", "H", "H", "H", "H"], "xyz": [[1.92795, -1.86565, 3.87210], [1.41172, -1.16759, 2.55563], [2.41717, -0.18737, 1.83381], [3.60844, 0.13206, 2.82163], [2.94069, -0.69763, 0.41130], [4.14845, -1.69818, 0.35869], [3.82777, -3.21129, 0.21656], [2.72391, -3.77934, 1.15474], [2.77112, -5.35621, 1.01612], [1.64106, -5.98381, 1.90579], [0.21032, -5.82333, 1.27869], [-0.61157, -4.61837, 1.84718], [-0.83583, -4.66021, 3.39090], [-1.46586, -3.31634, 3.91221], [-1.06444, -3.20030, 5.27541], [-1.20751, -1.85276, 5.73026], [3.64068, 0.68152, -0.04991], [5.39988, 1.28400, -0.02142], [6.28849, 0.41623, 1.09728], [5.22947, 3.21059, 0.83390], [2.73126, 1.51687, -0.48602], [1.44396, 0.88822, -0.81654], [-0.13545, 1.45895, -0.00039], [-0.81622, 0.28925, 0.98408], [-1.26702, 2.06486, -1.10731], [1.90863, -0.65218, -0.80073], [0.51954, -1.89447, -0.94342], [0.97837, -3.58090, -1.81433], [2.72940, -0.65841, -2.56150], [3.68967, -2.00146, -2.78602], [1.18197, -0.85661, -3.99236], [2.93650, -2.30805, 3.80052], [1.83011, -1.15314, 4.71884], [1.21613, -2.70062, 4.08792], [0.99223, -1.96720, 1.91806], [0.53502, -0.55988, 2.88375], [1.89161, 0.79624, 1.75298], [4.26885, 0.94691, 2.44910], [4.25286, -0.74358, 3.01862], [3.21788, 0.50286, 3.79498], [4.75512, -1.41750, -0.54118], [4.85063, -1.58088, 1.21285], [3.59513, -3.55565, -0.81471], [4.76603, -3.76166, 0.48208], [2.98983, -3.57988, 2.21258], [1.68883, -3.51824, 0.87160], [2.46712, -5.56047, -0.04166], [3.77816, -5.77509, 1.20477], [1.72064, -5.59856, 2.94285], [1.83834, -7.08279, 1.94903], [0.30335, -5.78398, 0.17072], [-0.37497, -6.74886, 1.50040], [-1.60662, -4.64889, 1.33675], [-0.16848, -3.62591, 1.59408], [0.11088, -4.77828, 3.96738], [-1.48118, -5.53942, 3.61183], [-2.57540, -3.42676, 3.86385], [-1.11725, -2.45011, 3.30533], [-0.96909, -1.84558, 6.81301], [-2.24905, -1.50929, 5.52900], [-0.45523, -1.23299, 5.17831], [7.13049, 0.89297, 1.16460], [2.82789, 2.50771, -0.69816], [1.28743, 1.09470, -1.92473], [-1.74446, 0.51271, 1.17471], [-0.75084, 2.63712, -1.69441], [-0.14972, -2.20005, 0.27059], [-0.46743, -1.26201, -1.77621], [4.62653, -1.77916, -2.81728], [3.70555, 3.32644, -4.33321], [3.59463, 2.47057, -5.45544], [2.27741, 1.95402, -5.61754], [1.52304, 2.69182, -6.70838], [1.27248, 4.03739, -6.32446], [2.15734, 4.95961, -6.94171], [4.66027, 3.84809, -4.39935], [2.90407, 4.06947, -4.30546], [3.69291, 2.73125, -3.40905], [1.72636, 1.99025, -4.67226], [2.38012, 0.90546, -5.90698], [0.55034, 2.21211, -6.85255], [2.06400, 2.64722, -7.65787], [1.89125, 5.08357, -7.99591], [3.19884, 4.63990, -6.86228], [2.04869, 5.91930, -6.43694], [0.65744, 7.51653, -3.89733], [1.84828, 7.13015, -3.22509], [3.01211, 7.70900, -3.80992], [3.51174, 8.89096, -2.99657], [2.59244, 9.97363, -3.04325], [1.80978, 10.07773, -1.86430], [-0.19232, 7.22860, -3.27844], [0.61518, 8.59493, -4.06317], [0.58578, 6.99149, -4.85512], [2.82378, 8.00282, -4.84658], [3.78597, 6.93425, -3.81457], [4.44840, 9.24872, -3.43431], [3.71422, 8.59529, -1.96243], [2.41975, 10.46770, -1.04300], [1.38118, 9.11496, -1.57622], [0.99773, 10.77700, -2.05985], [-5.75524, -3.67887, 2.58534], [-4.86665, -4.55679, 1.91171], [-4.77214, -5.82822, 2.54697], [-5.59325, -6.87561, 1.81472], [-6.98484, -6.60184, 1.91495], [-7.51332, -6.02065, 0.73339], [-5.94513, -2.82590, 1.93340], [-6.70806, -4.16117, 2.81314], [-5.29349, -3.31793, 3.51080], [-5.07187, -5.76319, 3.59698], [-3.71778, -6.12226, 2.51447], [-5.42451, -7.84811, 2.28650], [-5.28483, -6.95094, 0.76753], [-7.59138, -6.77746, -0.05378], [-6.89869, -5.18903, 0.38101], [-8.51124, -5.64636, 0.95942], [-7.37420, 1.25298, 1.78791], [-6.96915, 2.36319, 1.00044], [-6.02258, 3.18886, 1.66603], [-4.61466, 2.93313, 1.15753], [-4.16659, 1.62482, 1.51052], [-4.23807, 0.71398, 0.42521], [-7.91508, 0.56169, 1.14214], [-6.51967, 0.72798, 2.22173], [-8.04564, 1.58660, 2.58480], [-6.07607, 3.04988, 2.74959], [-6.29130, 4.22592, 1.44560], [-3.93264, 3.64353, 1.63365], [-4.55774, 3.08477, 0.07567], [-3.44138, 0.93315, -0.29523], [-5.20428, 0.75068, -0.08073], [-4.09110, -0.29385, 0.81912]], "forces_ev_per_a": [[-0.9, -0.1, -0.3], [-0.2, -0.1, 0.9], [-0.1, -0.7, 1.3], [0.1, 0.3, -0.3], [1.9, 2.5, -1.4], [-0.1, -1.1, -0.6], [-0.1, -0.6, 0.4], [1.5, -1.7, -0.2], [-1.6, 0.8, -0.2], [0.6, -0.8, -0.7], [0.1, 0.1, 0.8], [-0.3, -0.2, -0.2], [0.0, 0.5, -0.4], [-0.1, -1.8, 0.1], [-0.1, 0.8, -0.3], [0.2, -0.4, -0.2], [-1.4, 0.9, 1.8], [1.5, 0.3, -0.3], [-1.6, 0.9, -0.7], [-0.3, -1.1, -0.3], [-0.3, -0.5, 0.6], [-0.2, -3.3, -2.7], [-0.1, 4.0, 3.3], [0.4, 0.0, -2.4], [1.1, -2.3, 0.2], [-1.4, -0.5, 0.4], [-0.7, -1.4, -0.6], [0.1, 0.4, 0.1], [1.8, -0.2, -1.0], [-1.6, 0.6, 0.4], [0.7, -0.3, 1.2], [-0.5, 0.4, 0.2], [0.5, -0.5, -0.4], [0.6, 0.6, -0.1], [0.5, 0.8, 0.1], [0.6, -0.4, -0.4], [0.2, -0.8, -0.5], [-0.5, -0.5, 0.2], [-0.4, 0.5, -0.1], [0.1, -0.4, -0.7], [-0.4, -0.2, 0.6], [-0.9, 0.3, -0.4], [0.0, 0.7, 0.5], [-0.6, 0.5, -0.2], [-0.5, 0.3, -0.6], [0.8, 0.2, 0.3], [0.6, -0.1, 0.7], [-0.5, 0.3, 0.1], [-0.2, -0.2, -0.5], [-0.1, 0.8, 0.2], [-0.1, 0.2, 0.7], [0.4, 0.7, -0.1], [0.6, 0.2, 0.4], [-0.1, -0.8, 0.1], [-0.6, 0.0, -0.6], [0.4, 0.6, 0.1], [0.6, 0.5, -0.1], [-0.2, -0.4, 0.3], [-0.3, 0.1, -0.7], [0.7, 0.1, 0.3], [-0.7, -0.1, 0.4], [0.2, -0.2, 0.1], [0.5, -0.1, 0.2], [0.0, 0.3, 0.9], [0.0, 0.1, 0.1], [-0.3, 0.2, -0.1], [0.3, 0.8, -0.3], [0.5, 0.4, 0.8], [0.0, 0.3, -0.2], [0.1, 0.0, -0.2], [-0.2, 0.2, 0.3], [0.3, -0.1, -0.6], [-0.3, 0.1, 0.4], [0.2, 0.0, 0.0], [-0.1, 0.1, 0.0], [0.0, -0.1, 0.0], [0.0, 0.0, 0.0], [0.0, 0.0, 0.1], [0.0, 0.1, 0.0], [0.0, 0.0, 0.0], [0.0, -0.1, 0.0], [0.1, 0.0, 0.1], [0.1, 0.0, 0.0], [0.0, 0.0, 0.0], [-0.1, 0.0, 0.0], [0.0, -0.1, 0.0], [0.0, 0.2, -0.2], [0.1, -0.2, 0.5], [-0.1, 0.3, -0.4], [-0.1, -0.3, 0.2], [0.0, 0.1, 0.0], [0.1, -0.1, 0.0], [0.1, 0.0, 0.0], [-0.1, 0.1, 0.0], [0.0, 0.1, 0.0], [0.0, 0.0, 0.0], [0.0, -0.1, 0.0], [-0.1, -0.1, 0.0], [-0.1, 0.0, 0.1], [0.0, 0.0, 0.0], [0.1, 0.0, 0.0], [0.1, 0.0, -0.1], [-0.2, 0.0, 0.2], [0.2, 0.0, -0.4], [-0.2, -0.1, 0.4], [0.2, 0.2, -0.2], [-0.1, -0.1, 0.1], [0.1, 0.0, 0.0], [0.0, 0.0, 0.0], [-0.1, 0.0, 0.1], [-0.1, 0.0, 0.0], [0.0, 0.0, 0.0], [0.1, 0.0, 0.0], [0.0, 0.1, 0.0], [0.0, 0.1, -0.1], [0.0, 0.0, 0.0], [0.0, -0.1, 0.1], [-0.1, 0.1, -0.1], [0.2, -0.2, 0.2], [-0.1, 0.1, -0.5], [0.0, 0.1, 0.5], [0.1, -0.1, -0.2], [0.1, -0.1, 0.1], [0.0, 0.1, 0.0], [0.0, 0.0, 0.0], [0.0, -0.1, 0.1], [0.1, 0.0, 0.0], [0.0, 0.0, 0.0], [0.0, 0.0, 0.0], [-0.1, -0.1, 0.0], [-0.1, 0.0, -0.2], [0.0, 0.0, 0.0], [0.0, 0.0, 0.1]], "lumo_energy_ev": -4.83, "e_tot_ev": -137653.2844, "charge": 1, "gap_ev": 5.874}